A 3-piece molecular cluster, C17H47BFN7O6P3 overall at a distorted geometry, computed with ωB97M-V with the def2-TZVPD basis set.

Its orbital gap is 4.5 eV. The relative energy (zero: lowest compared OMol25 entry of this formula, charge and spin) is 9.677 eV. As for the HOMO energy: -3.810 eV. As for the molecular weight: 568.34 g/mol.

The geometry in ORCA input format:
```
! RIJCOSX wB97M-V def2-TZVPD def2/J DEFGRID3
* xyz -1 1
C 0.24106 -3.84332 3.22056
O -0.34387 -4.64356 2.13326
C -1.60099 -4.07149 1.62746
B -2.67131 -3.60300 2.78459
C -2.63208 -1.97320 3.12241
O -2.86385 -1.60693 4.40496
N -2.32739 -0.88383 2.11843
C -2.15687 0.48264 2.79193
O -3.23795 1.28314 2.94087
F -0.84032 1.00703 3.24688
P -4.43060 -4.03396 2.11096
C -5.54147 -4.11498 3.66524
O -4.87949 -2.64347 1.15318
H -0.13521 -4.17056 4.30532
H 0.18232 -2.67713 3.05893
H 1.40716 -4.09983 3.22494
H -1.47277 -3.18284 0.87187
H -2.13899 -4.94205 1.01263
H -2.50369 -4.16495 3.80885
H -3.08955 -0.75274 1.41732
H -5.48153 -3.04095 4.17404
H -5.17961 -4.91254 4.44845
H -6.66432 -4.24847 3.32728
H -4.60814 -2.74471 0.19403
O 4.26510 0.20227 0.53152
P 4.54424 1.63875 1.03764
N 2.98386 1.79126 1.68199
C 1.94429 2.75664 1.37699
C 2.63152 0.95775 2.82491
N 4.59186 2.23885 -0.58142
C 3.44749 2.82578 -1.26427
C 5.27602 1.36228 -1.54794
N 4.86513 3.29009 1.61945
C 4.80532 3.55782 3.05035
C 5.38774 4.40911 0.85508
H 2.33198 3.77064 1.25371
H 1.19576 2.83639 2.17659
H 1.39931 2.46630 0.47510
H 2.94211 1.43436 3.75758
H 3.12324 -0.02330 2.77226
H 1.55704 0.75896 2.88037
H 2.63723 2.10425 -1.39936
H 3.73101 3.20252 -2.25528
H 3.07504 3.70838 -0.74285
H 4.62906 0.54935 -1.89580
H 6.17877 0.92381 -1.10547
H 5.60569 1.93083 -2.42596
H 3.79195 3.84207 3.35134
H 5.47165 4.36757 3.36777
H 5.10351 2.67238 3.62056
H 4.56935 5.04306 0.50143
H 5.99333 4.09909 -0.00144
H 6.05612 5.04433 1.44828
O -1.88445 -1.26004 -0.97756
P -1.28462 -0.81874 -2.33513
N -1.71001 0.80166 -2.07711
C -2.56185 1.67397 -2.86397
C -1.02799 1.52640 -1.01187
N -2.53461 -1.64292 -3.19651
C -3.75823 -1.00454 -3.66081
C -2.90901 -2.95527 -2.64135
N -0.59507 -0.31144 -3.89576
C 0.51449 0.63278 -3.90302
C -0.86705 -0.87609 -5.20603
H -2.40634 1.55910 -3.93929
H -2.37484 2.73752 -2.66419
H -3.61529 1.49912 -2.63075
H -0.08788 1.94773 -1.37540
H -0.79221 0.86676 -0.16553
H -1.63625 2.34004 -0.60554
H -4.36904 -0.63836 -2.83123
H -4.36960 -1.70354 -4.24564
H -3.55030 -0.19019 -4.35594
H -3.59261 -2.86210 -1.79022
H -2.01994 -3.50847 -2.31498
H -3.39874 -3.57587 -3.40152
H 0.14819 1.66388 -3.93432
H 1.18545 0.50616 -4.75989
H 1.13172 0.50851 -3.00769
H -1.63060 -0.28716 -5.72264
H -1.19017 -1.92031 -5.16540
H 0.02157 -0.88851 -5.84817
*
```

---

One molecule with the formula C10H11NO2S at a distorted geometry, computed with ωB97M-V with the def2-TZVPD basis set.

Its orbital gap is 9.3 eV. The SMILES is COc1ccccc1OCCN=C=S. The relative energy (zero: lowest compared OMol25 entry of this formula, charge and spin) is 0.597 eV. As for the HOMO energy: -8.582 eV. As for the molecular weight: 209.27 g/mol.

The geometry in ORCA input format:
```
! RIJCOSX wB97M-V def2-TZVPD def2/J DEFGRID3
* xyz 0 1
C -0.88220 -1.06255 2.39213
O -0.34559 -0.04430 1.49023
C 0.70588 -0.49716 0.68048
C 0.91410 -1.81005 0.44435
C 1.84234 -2.21091 -0.56264
C 2.61236 -1.22398 -1.19862
C 2.45407 0.12246 -0.82051
C 1.50262 0.49214 0.08038
O 1.42532 1.76078 0.62503
C 0.60052 2.63400 -0.16720
C -0.92209 2.35224 -0.01052
N -1.32732 1.23288 -0.75085
C -2.02425 0.27163 -0.89639
S -2.80493 -1.10227 -0.97883
H -0.07285 -1.68733 2.88084
H -1.55474 -0.53684 3.05492
H -1.47409 -1.78794 1.73431
H 0.34229 -2.59742 0.85237
H 1.83450 -3.30709 -0.81311
H 3.40774 -1.57459 -1.83915
H 3.10157 0.89584 -1.27301
H 0.87401 2.60318 -1.24839
H 0.86608 3.59904 0.27841
H -1.17688 1.97538 1.02761
H -1.43558 3.28504 -0.30836
*
```

---

One molecule with the formula C2H6S2 at a distorted geometry, computed with ωB97M-V with the def2-TZVPD basis set.

Its orbital gap is 9.0 eV. The SMILES is CSSC. The relative energy (zero: lowest compared OMol25 entry of this formula, charge and spin) is 0.318 eV. As for the HOMO energy: -8.137 eV. As for the molecular weight: 94.20 g/mol.

The geometry in ORCA input format:
```
! RIJCOSX wB97M-V def2-TZVPD def2/J DEFGRID3
* xyz 0 1
C 0.12396 1.76784 0.79077
S -0.66377 0.17056 0.95183
S -0.29392 -0.85747 -0.76112
C 1.42932 -0.78098 -1.20795
H -0.47213 2.49551 0.24108
H 0.18260 2.18865 1.79902
H 1.13138 1.76142 0.37973
H 2.15452 -0.91939 -0.40766
H 1.55737 -1.62669 -1.89582
H 1.78285 0.07543 -1.76662
*
```

---

C16H20N7O4SW as an isolated structure at a distorted geometry, computed with ωB97M-V with the def2-TZVPD basis set.

Its orbital gap (spin up / spin down) is 7.1 / 6.9 eV. The relative energy (zero: lowest compared OMol25 entry of this formula, charge and spin) is 0.719 eV. As for the HOMO energy (spin up / spin down): -11.345 / -11.571 eV. As for the molecular weight: 590.29 g/mol.

The geometry in ORCA input format:
```
! RIJCOSX wB97M-V def2-TZVPD def2/J DEFGRID3
* xyz 1 3
W -1.52359 0.41862 -0.71102
C 2.30084 2.89678 1.71047
C 2.42912 1.43228 2.14312
C 2.58064 0.58975 0.90379
C 3.87377 0.37298 0.43873
C 4.12561 -0.16449 -0.80949
C 3.06846 -0.41325 -1.66266
C 1.76308 -0.21316 -1.23807
C 0.68666 -0.32396 -2.28268
C 0.78347 0.86252 -3.25208
C 1.50383 0.19647 0.08148
N 0.15401 0.19355 0.51227
C -0.11506 -0.15230 1.79054
C -1.42551 0.07005 2.19056
C -2.18664 -0.05487 3.37522
C -3.47200 0.34931 3.05510
C -3.47832 0.70427 1.70180
N -2.25395 0.54923 1.16392
H 2.22515 3.53677 2.58467
H 1.40623 3.03034 1.10407
H 3.16385 3.20678 1.12819
H 1.55959 1.19058 2.74778
H 3.31698 1.30879 2.76396
H 4.70356 0.65178 1.06999
H 5.13712 -0.34447 -1.13296
H 3.24898 -0.74625 -2.67315
H -0.35327 -0.32937 -1.83495
H 0.78447 -1.26219 -2.83917
H 0.68742 1.80728 -2.70953
H -0.00769 0.80694 -4.00129
H 1.75029 0.85074 -3.75560
H 0.64214 -0.58391 2.43350
H -1.82032 -0.37967 4.32810
H -4.30967 0.40671 3.72222
H -4.29630 1.06826 1.10363
O -2.98658 2.90509 -3.15905
S -2.48859 1.98611 -2.22410
O -2.14885 0.57949 -2.70706
O -1.18388 2.32131 -1.52371
O -3.33123 1.59790 -1.04515
N -0.94049 -4.81878 -1.04113
N -1.41655 -3.67223 -0.53688
N -2.26022 -3.64131 0.45762
C -2.56003 -2.37037 0.58841
N -1.89257 -1.60884 -0.32731
N -1.15159 -2.48335 -1.04127
H -1.00034 -5.58899 -0.38666
H -0.06631 -4.74159 -1.54408
H -3.22572 -1.99733 1.33989
*
```

---

One molecule with the formula H5NOSi at a distorted geometry, computed with ωB97M-V with the def2-TZVPD basis set.

Its orbital gap is 10.6 eV. The SMILES is N[SiH2]O. The relative energy (zero: lowest compared OMol25 entry of this formula, charge and spin) is 0.786 eV. As for the HOMO energy: -9.847 eV. As for the molecular weight: 63.13 g/mol.

The geometry in ORCA input format:
```
! RIJCOSX wB97M-V def2-TZVPD def2/J DEFGRID3
* xyz 0 1
N 1.09364 0.42650 -0.02556
Si -0.28765 -0.54969 0.00215
O -1.49031 0.48392 -0.31003
H 1.95859 0.08035 -0.74535
H 1.23579 1.29248 0.43852
H 0.14053 -1.49573 -1.13606
H -0.90741 -1.07061 1.20642
H -1.74318 0.83277 0.56992
*
```

---

A 2-piece molecular cluster, C5H12N overall at a distorted geometry, computed with ωB97M-V with the def2-TZVPD basis set.

Its orbital gap is 10.3 eV. The relative energy (zero: lowest compared OMol25 entry of this formula, charge and spin) is 2.717 eV. As for the HOMO energy: -14.781 eV. As for the molecular weight: 86.16 g/mol.

The geometry in ORCA input format:
```
! RIJCOSX wB97M-V def2-TZVPD def2/J DEFGRID3
* xyz 1 1
C -0.25983 -1.93134 1.08684
C -0.50590 -0.51608 1.42478
C 1.24915 -0.53521 -1.86535
C -0.74773 1.80787 0.82499
C 0.70938 0.67129 -1.96476
N -0.48916 0.43912 0.53035
H 0.53638 -1.93299 0.36866
H -0.10103 -2.59747 1.91326
H -0.82635 -0.27324 2.45173
H 0.66308 -1.30145 -1.46774
H 2.28438 -0.69800 -1.79963
H -1.25660 -2.27100 0.72769
H -1.73899 2.10348 0.43925
H -0.64083 2.09089 1.87440
H -0.20434 2.47324 0.22696
H -0.36985 0.76511 -2.02287
H 1.19335 1.64048 -2.27070
H -0.14702 0.46428 -0.46041
*
```